119
Properties=species:S:1:pos:R:3 method="wB97M-V/def2-TZVPD" homo_energy_ev=-8.85 lumo_ev=0.25 charge=0
O 0.21936 2.06744 -1.32277
S 0.03985 3.45265 -1.63178
O 1.06111 4.35370 -1.19214
Cl -1.71574 3.99932 -0.77102
C -0.20281 3.68923 -3.35863
C -1.00411 2.59973 -4.06616
C -0.42085 1.17835 -4.08270
C 1.09003 1.07795 -4.40780
Si 1.84868 -0.31974 -3.45229
O 3.44203 -0.51904 -3.83768
N 0.97627 -1.81281 -3.84197
C 0.14028 -2.18113 -3.05703
S -1.00728 -2.59710 -2.07089
H -0.76446 4.62291 -3.46985
H 0.76570 3.86060 -3.82178
H -1.98042 2.54194 -3.57966
H -1.20419 2.95658 -5.07559
H -0.95475 0.63419 -4.86036
H -0.65933 0.69481 -3.13716
H 1.20901 0.82741 -5.46305
H 1.64485 1.99254 -4.20705
H 1.76999 -0.11601 -1.99618
H 3.96706 0.19642 -3.45844
C -2.47959 -6.58703 -0.68169
O -3.41170 -6.20210 -1.37033
N -1.33455 -5.84278 -0.53451
N -2.49633 -7.75764 0.00655
H -0.56273 -6.13352 0.03556
H -1.28266 -4.96771 -1.02490
H -3.32437 -8.31880 -0.05371
H -1.74427 -8.05997 0.59499
C -3.61423 -6.08379 3.08573
O -2.89199 -7.05764 2.92852
N -3.78282 -5.12507 2.12832
N -4.31807 -5.87394 4.23627
H -4.37980 -4.33021 2.25583
H -3.29342 -5.23459 1.25882
H -4.22279 -6.55683 4.96322
H -4.91658 -5.07823 4.38167
C -5.91108 -2.93830 6.66600
O -6.27675 -3.43984 5.60828
N -5.18922 -3.61653 7.59632
N -6.20359 -1.65051 7.00711
H -4.90070 -3.20409 8.47001
H -4.93651 -4.56564 7.39026
H -6.73373 -1.10497 6.35471
H -5.89805 -1.24162 7.87193
C -3.56155 -1.84058 10.88052
O -3.94456 -1.95518 9.72303
N -3.62118 -2.86991 11.76977
N -3.04656 -0.67233 11.35625
H -3.31050 -2.79422 12.71935
H -3.99705 -3.74268 11.44656
H -2.98742 0.09965 10.71917
H -2.72458 -0.55682 12.29795
C -0.11681 -5.24827 -6.27424
O -0.04870 -4.20999 -6.91631
N 0.05945 -5.27785 -4.92462
N -0.37331 -6.45489 -6.86290
H 0.00832 -6.11546 -4.37677
H 0.24262 -4.40336 -4.46912
H -0.50384 -6.46588 -7.85671
H -0.43565 -7.31376 -6.35067
C -2.72264 6.99361 -3.62418
O -2.22556 5.90784 -3.36096
N -3.07587 7.34596 -4.89370
N -2.95991 7.92812 -2.66131
H -3.48602 8.23037 -5.12517
H -2.91606 6.67494 -5.62116
H -2.70704 7.69219 -1.71974
H -3.36717 8.82371 -2.85081
C 5.17020 4.02970 -0.14571
O 6.05771 3.31308 0.33547
N 5.42538 5.18407 -0.79560
N 3.85526 3.68484 -0.03602
H 4.70672 5.77948 -1.17673
H 6.39676 5.45067 -0.89120
H 3.63972 2.83212 0.44450
H 3.10437 4.23849 -0.40988
C 9.00023 5.17075 0.67843
O 8.37424 5.48517 -0.32555
N 10.27799 5.59713 0.90837
N 8.45135 4.36471 1.62014
H 10.80503 5.32776 1.71590
H 10.70115 6.18262 0.21468
H 7.51778 4.02260 1.43185
H 8.94358 4.06004 2.43731
C -2.47716 -2.02249 -9.62534
O -3.38380 -1.58615 -10.31404
N -1.28061 -1.36872 -9.48118
N -2.55971 -3.19509 -8.93391
H -0.53145 -1.72311 -8.91519
H -1.16716 -0.50220 -9.97060
H -3.41282 -3.71603 -9.00024
H -1.80196 -3.54131 -8.36955
C -7.95516 -5.91964 9.27815
O -6.96298 -6.47874 9.71803
N -7.89950 -5.05233 8.22955
N -9.20134 -6.12259 9.81255
H -8.70033 -4.58012 7.85604
H -6.99745 -4.88743 7.82202
H -9.27262 -6.75667 10.58519
H -10.02768 -5.67545 9.46541
C 9.50113 0.98127 0.34577
O 10.23074 1.90847 0.65388
N 9.97730 -0.30795 0.26344
N 8.17658 1.12046 0.06237
H 9.40475 -1.09072 0.01341
H 10.94785 -0.45251 0.46456
H 7.74843 2.03306 0.09895
H 7.59916 0.33994 -0.18398
C 4.38869 8.40736 -2.69729
O 4.06372 7.30231 -2.29559
N 4.37710 8.73102 -4.02417
N 4.79014 9.40031 -1.85177
H 4.64409 9.63097 -4.37370
H 4.09172 8.01807 -4.66842
H 4.81567 9.18742 -0.87197
H 5.06562 10.31161 -2.16327